Here is a molecular structure, C30H33Br42NO2 at a distorted geometry from the OMol25 dataset. Energies are from ωB97M-V/def2-TZVPD.

* E_LUMO: -0.92 eV
* HOMO level: -9.21 eV
* ΔE to the lowest compared entry with this formula, charge and spin: 0.00 kcal per mole

Last column: Löwdin charge in e.
Element x y z (Å)
C  -3.414  1.376  -1.213  -0.0929
C  -3.928  -0.069  -1.159  -0.2352
C  -3.986  -0.821  -2.495  -0.2174
C  -2.869  -0.560  -3.493  -0.1530
C  -1.500  -0.942  -3.019  -0.1952
C  -1.083  -2.245  -3.084  -0.0181
C  0.158  -2.607  -2.684  0.0054
C  1.024  -1.684  -2.189  -0.1052
C  0.630  -0.376  -2.119  -0.0699
C  -0.616  -0.011  -2.538  0.0482
C  1.541  0.672  -1.588  -0.2850
O  1.112  1.753  -1.263  0.0359
C  2.969  0.302  -1.434  -0.1378
C  3.929  1.409  -1.226  -0.1360
C  4.274  2.132  -2.528  -0.2502
N  3.110  2.664  -3.209  0.0245
C  3.317  -0.976  -1.481  0.0773
C  2.362  -2.058  -1.725  -0.3178
O  2.667  -3.221  -1.554  0.0906
H  -3.321  1.768  -2.215  0.0628
H  -4.063  2.051  -0.674  0.0658
H  -2.461  1.439  -0.715  0.0487
H  -4.948  -0.014  -0.801  0.0879
H  -3.399  -0.628  -0.400  0.0926
H  -4.950  -0.630  -2.949  0.1117
H  -3.935  -1.885  -2.273  -0.0210
H  -3.064  -1.163  -4.373  0.1159
H  -2.840  0.458  -3.852  0.1058
H  -1.770  -2.968  -3.485  0.1155
H  0.452  -3.637  -2.773  0.1263
H  -0.894  1.023  -2.502  0.1219
H  3.421  2.111  -0.571  0.1001
H  4.819  1.075  -0.715  0.1199
H  4.974  2.925  -2.276  0.1066
H  4.726  1.420  -3.204  0.1143
H  2.805  3.550  -2.845  0.0231
H  3.229  2.695  -4.205  0.0689
H  4.338  -1.289  -1.343  0.1150
C  2.333  7.372  -1.930  -1.6258
Br  3.241  8.661  -0.841  0.5708
Br  3.343  6.928  -3.510  0.5935
Br  1.874  5.812  -0.906  0.5782
H  1.409  7.822  -2.261  -0.0260
C  3.013  8.361  3.689  -1.6472
Br  1.276  7.727  3.164  0.5602
Br  4.414  7.266  2.956  0.5591
Br  3.253  10.222  3.256  0.5646
H  3.074  8.277  4.762  -0.0340
C  0.631  1.706  2.789  -1.6321
Br  2.057  0.413  2.738  0.5520
Br  0.967  3.101  1.515  0.6084
Br  -1.086  0.879  2.556  0.5763
H  0.636  2.153  3.773  -0.0894
C  -6.001  -4.063  -0.557  -1.6316
Br  -5.722  -2.995  1.014  0.5901
Br  -7.523  -3.469  -1.568  0.5847
Br  -4.419  -4.156  -1.649  0.6377
H  -6.211  -5.068  -0.223  -0.1271
C  4.056  10.464  -5.475  -1.6459
Br  4.991  11.146  -3.944  0.5698
Br  2.474  11.492  -5.856  0.5622
Br  5.205  10.328  -7.009  0.5654
H  3.732  9.464  -5.229  -0.0824
C  -1.076  0.536  6.804  -1.6078
Br  -2.783  -0.266  6.428  0.5823
Br  0.361  -0.501  6.064  0.5305
Br  -1.008  2.370  6.231  0.5827
H  -0.951  0.531  7.877  -0.0428
C  5.342  -4.952  -0.597  -1.6306
Br  6.309  -3.573  0.332  0.5762
Br  6.418  -5.808  -1.946  0.5957
Br  4.587  -6.230  0.623  0.5933
H  4.516  -4.468  -1.102  -0.0680
C  4.315  -9.283  -1.837  -1.6616
Br  5.700  -10.572  -1.507  0.5794
Br  3.719  -9.327  -3.664  0.5749
Br  2.850  -9.486  -0.608  0.5563
H  4.741  -8.304  -1.663  -0.1109
C  -0.305  -3.785  8.308  -1.6575
Br  -2.151  -4.275  8.501  0.5728
Br  0.116  -2.212  9.325  0.5581
Br  0.870  -5.242  8.739  0.5824
H  -0.146  -3.539  7.268  -0.0488
C  3.100  2.907  7.994  -1.6320
Br  2.955  1.614  9.411  0.5750
Br  2.986  2.065  6.269  0.5464
Br  1.815  4.324  8.192  0.5612
H  4.078  3.356  8.067  -0.0319
C  2.341  13.787  -9.263  -1.6633
Br  3.311  14.913  -8.043  0.5612
Br  1.622  14.790  -10.738  0.5735
Br  3.412  12.310  -9.863  0.5496
H  1.505  13.374  -8.721  -0.0396
C  -6.799  -7.439  2.094  -1.5996
Br  -6.687  -6.497  3.768  0.6235
Br  -8.281  -6.805  1.040  0.6008
Br  -5.158  -7.410  1.087  0.5870
H  -7.004  -8.471  2.336  -0.0284
C  -10.160  -7.428  5.063  -1.6715
Br  -11.267  -5.887  4.764  0.5704
Br  -10.007  -7.841  6.933  0.5736
Br  -10.771  -8.948  4.054  0.5596
H  -9.173  -7.187  4.693  -0.1238
C  -1.148  -8.772  -0.329  -1.6426
Br  -2.193  -7.197  -0.693  0.5279
Br  -0.828  -8.984  1.554  0.5713
Br  -1.948  -10.341  -1.097  0.5811
H  -0.188  -8.634  -0.804  -0.0675

***

Here is 13 unconnected molecules or ions with the total composition C30H33Cl48N2O6P at a distorted geometry from the OMol25 dataset. Energies are from ωB97M-V/def2-TZVPD.

* E_LUMO: -0.06 eV
* HOMO level: -8.69 eV

Last column: Löwdin charge in e.
Element x y z (Å)
C  -2.061  -4.255  1.783  -0.0062
C  -2.447  -3.152  1.534  -0.1950
C  -2.718  -1.684  1.714  -0.3505
C  -3.424  -1.246  3.018  -0.0871
C  -2.649  -1.442  4.343  -0.2786
O  -1.530  -2.313  4.235  -0.0664
N  -3.789  -1.438  0.677  0.1151
C  -3.723  -0.082  0.317  -0.3802
O  -4.625  0.467  -0.250  0.1045
C  -2.335  0.506  0.723  -0.2625
C  -2.360  1.642  1.787  -0.1041
O  -1.881  1.230  3.062  -0.2178
C  -1.287  2.277  3.794  -0.0902
N  -1.490  1.000  -0.377  0.0108
C  -2.090  1.982  -1.275  -0.2685
C  -1.258  3.307  -1.316  -0.0778
C  -1.628  -0.823  1.089  -0.1821
C  -0.221  -0.804  1.667  -0.1325
C  0.854  -1.164  0.569  -0.1627
P  2.261  -0.024  0.486  0.4906
O  2.726  0.044  -0.898  -0.2964
O  1.819  1.472  0.951  -0.2406
C  2.909  2.390  0.616  -0.2390
C  2.743  3.636  1.518  -0.0495
O  3.479  -0.597  1.378  -0.2064
C  3.272  -0.472  2.814  -0.2536
C  4.588  0.028  3.437  -0.0565
H  -1.658  -5.228  1.895  0.0536
H  -4.350  -1.818  3.070  0.0864
H  -3.733  -0.201  2.981  0.1178
H  -3.350  -1.901  5.055  0.0455
H  -2.408  -0.464  4.771  0.0561
H  -0.940  -2.074  4.957  0.0953
H  -4.721  -1.723  0.948  0.1422
H  -3.408  1.968  1.928  0.1412
H  -1.815  2.522  1.444  0.1121
H  -0.698  2.967  3.182  0.0834
H  -2.019  2.809  4.415  0.0913
H  -0.589  1.811  4.499  0.0910
H  -0.598  1.319  -0.021  0.0937
H  -2.076  1.611  -2.305  0.0806
H  -3.105  2.276  -1.007  0.1006
H  -0.195  3.127  -1.483  0.0687
H  -1.461  3.894  -0.416  0.0640
H  -1.672  3.889  -2.157  0.0171
H  -1.535  -1.274  0.096  0.1414
H  -0.057  -1.492  2.494  0.1047
H  0.050  0.191  2.029  0.0866
H  1.263  -2.143  0.833  0.1018
H  0.428  -1.263  -0.427  0.0685
H  3.864  1.926  0.857  0.1070
H  2.866  2.677  -0.431  0.1064
H  2.921  4.528  0.919  0.0733
H  3.502  3.592  2.301  0.0682
H  1.760  3.653  1.986  0.0634
H  3.022  -1.464  3.198  0.1163
H  2.438  0.206  3.016  0.0996
H  4.385  0.978  3.939  0.0701
H  4.988  -0.662  4.177  0.0709
H  5.324  0.216  2.657  0.0802
C  -5.336  -4.859  4.896  -1.9681
Cl  -4.187  -4.433  3.623  0.6671
Cl  -6.985  -4.557  4.337  0.5329
Cl  -5.154  -6.568  5.308  0.5144
Cl  -5.004  -3.836  6.313  0.4509
C  -4.143  -4.352  -2.361  -2.0054
Cl  -3.101  -3.963  -3.743  0.4918
Cl  -5.479  -3.196  -2.293  0.5291
Cl  -4.791  -5.986  -2.589  0.5137
Cl  -3.252  -4.294  -0.827  0.6230
C  -3.327  5.104  -4.687  -2.0486
Cl  -3.075  6.473  -3.595  0.5246
Cl  -1.808  4.718  -5.509  0.5117
Cl  -3.859  3.700  -3.756  0.5648
Cl  -4.558  5.522  -5.884  0.5288
C  -0.012  -0.416  -4.858  -2.0232
Cl  0.524  -0.122  -3.199  0.5207
Cl  -1.249  -1.680  -4.814  0.4965
Cl  -0.704  1.064  -5.543  0.5090
Cl  1.347  -0.955  -5.855  0.5294
C  -6.597  -6.548  9.681  -2.0347
Cl  -6.250  -5.527  8.279  0.4707
Cl  -5.173  -7.524  10.062  0.5263
Cl  -7.004  -5.531  11.069  0.5244
Cl  -7.961  -7.615  9.311  0.5178
C  -5.223  0.124  7.871  -2.0286
Cl  -4.070  0.485  6.576  0.5716
Cl  -6.867  0.404  7.291  0.5378
Cl  -5.050  -1.570  8.350  0.5032
Cl  -4.898  1.165  9.261  0.5339
C  3.651  2.878  -4.862  -2.0061
Cl  4.865  1.937  -5.737  0.4953
Cl  2.517  1.783  -4.076  0.5048
Cl  4.458  3.877  -3.637  0.5146
Cl  2.781  3.922  -5.995  0.4961
C  8.668  0.446  -4.030  -2.0264
Cl  10.150  1.404  -4.166  0.4948
Cl  8.833  -0.712  -2.703  0.5338
Cl  7.304  1.520  -3.714  0.5028
Cl  8.390  -0.425  -5.542  0.5041
C  -8.585  -8.655  3.537  -2.0538
Cl  -8.169  -8.481  5.246  0.4981
Cl  -9.747  -9.974  3.344  0.5243
Cl  -9.299  -7.151  2.945  0.5114
Cl  -7.123  -9.017  2.611  0.5202
C  11.051  0.936  -8.265  -2.0404
Cl  9.290  0.957  -8.427  0.5053
Cl  11.791  1.026  -9.869  0.5274
Cl  11.563  2.322  -7.298  0.4803
Cl  11.556  -0.559  -7.468  0.5176
C  3.436  4.225  -10.202  -2.0487
Cl  4.922  5.173  -10.342  0.5220
Cl  3.600  3.065  -8.882  0.4846
Cl  2.076  5.307  -9.864  0.5172
Cl  3.141  3.365  -11.719  0.5222
C  10.515  6.132  -6.081  -2.0463
Cl  10.629  5.758  -7.804  0.5150
Cl  11.898  7.123  -5.601  0.5244
Cl  9.018  7.019  -5.770  0.5257
Cl  10.512  4.631  -5.144  0.4787

***

Here is a molecular structure, C30H33F9O2PdSiTe from the OMol25 dataset. Energies are from ωB97M-V/def2-TZVPD.

* E_LUMO: 4.46 eV
* net charge: -2
* HOMO level: -1.86 eV
* ΔE to the lowest compared entry with this formula, charge and spin: 1.93 kcal per mole

Last column: Löwdin charge in e.
Element x y z (Å)
Pd  0.442  -0.296  0.025  0.3183
C  -1.427  0.427  -2.583  -0.2149
Si  -1.619  -0.077  -0.757  0.3946
C  -2.997  -1.345  -0.595  -0.2691
C  -2.245  1.477  0.182  -0.2754
C  -1.986  1.656  1.544  -0.1152
C  -2.464  2.763  2.228  -0.0937
C  -3.219  3.726  1.569  -0.1193
C  -3.494  3.567  0.219  -0.1180
C  -3.009  2.453  -0.459  -0.1132
H  -2.376  0.843  -2.939  0.0110
H  -1.190  -0.442  -3.202  0.0065
H  -0.642  1.172  -2.724  0.0219
H  -3.887  -1.000  -1.135  0.0250
H  -3.223  -1.418  0.474  -0.0234
H  -2.718  -2.331  -0.969  0.0081
H  -1.438  0.894  2.082  0.0664
H  -2.261  2.863  3.288  0.0988
H  -3.601  4.586  2.108  0.0853
H  -4.086  4.308  -0.308  0.0842
H  -3.230  2.359  -1.518  0.0817
Te  -0.420  -2.224  1.496  0.9949
C  1.434  -3.109  0.849  -0.6438
C  1.475  -3.959  -0.260  -0.1722
C  2.642  -4.616  -0.623  -0.1263
C  3.805  -4.438  0.115  -0.1314
C  3.787  -3.587  1.212  -0.1169
C  2.615  -2.932  1.570  -0.1698
H  0.575  -4.098  -0.846  0.0838
H  2.646  -5.266  -1.491  0.0903
H  4.720  -4.944  -0.171  0.0855
H  4.690  -3.430  1.792  0.0887
H  2.613  -2.264  2.424  0.0805
F  -5.064  0.692  3.242  0.1526
C  -4.716  -0.199  4.171  -0.5307
F  -3.968  0.460  5.082  0.1329
F  -5.861  -0.559  4.814  0.1123
C  -3.907  -1.396  3.540  -0.4156
O  -3.041  -0.969  2.670  -0.1830
C  -4.965  -2.384  2.906  -0.5291
F  -5.623  -3.167  3.803  0.1150
F  -4.385  -3.209  2.032  0.1446
F  -5.919  -1.708  2.230  0.1350
C  -3.218  -2.170  4.737  -0.5362
F  -2.093  -1.561  5.115  0.1408
F  -2.882  -3.423  4.371  0.1263
F  -3.985  -2.295  5.854  0.1115
C  0.743  3.462  -0.415  -0.0623
C  2.262  3.318  -0.309  -0.3778
C  2.649  2.647  1.013  -0.0769
C  2.818  2.663  -1.561  -0.1448
C  3.407  3.479  -2.517  -0.0843
C  3.881  2.988  -3.726  -0.1409
C  3.738  1.630  -3.980  -0.0828
C  3.149  0.770  -3.067  -0.1464
C  3.043  -0.706  -3.399  -0.3721
C  1.607  -1.237  -3.378  -0.0763
C  3.943  -1.553  -2.494  -0.0676
C  2.684  1.264  -1.810  -0.3175
O  2.200  0.434  -0.936  -0.2192
H  0.318  3.961  0.460  0.0776
H  0.280  2.477  -0.477  0.0423
H  0.464  4.022  -1.312  0.0799
H  2.692  4.327  -0.284  0.1136
H  2.059  1.750  1.190  0.0486
H  2.479  3.339  1.843  0.0683
H  3.701  2.354  1.014  0.0773
H  3.503  4.540  -2.297  0.0945
H  4.354  3.644  -4.447  0.0735
H  4.093  1.219  -4.923  0.0929
H  3.411  -0.810  -4.428  0.1146
H  1.224  -1.284  -2.358  0.0413
H  1.570  -2.243  -3.807  0.0723
H  0.946  -0.590  -3.960  0.0659
H  3.647  -1.430  -1.452  0.0700
H  4.989  -1.252  -2.597  0.0729
H  3.863  -2.614  -2.747  0.0639